Entry 1:
# C3H10ClNOP

The ion C3H10ClNOP with charge +1 in a non-equilibrium geometry (ωB97M-V with the def2-TZVPD basis set, the Open Molecules 2025 dataset).

Last column: Mulliken charge in e.
Positions of all 17 atoms, in Å:
C1 1.68 1.02 -0.34  -0.758
N1 0.63 0.04 -0.26  -0.150
C2 0.88 -1.10 0.76  -0.803
C3 -0.54 0.76 0.27  -1.046
P1 -2.22 -0.53 0.39  0.422
O1 -2.04 -1.38 -0.97  -0.450
Cl1 -3.64 0.77 -0.04  -0.157
H1 1.98 1.36 0.77  0.311
H2 2.57 0.67 -0.86  0.354
H3 1.25 1.93 -0.85  0.343
H4 0.44 -0.48 -1.17  0.365
H5 1.10 -0.66 1.76  0.345
H6 -0.01 -1.71 0.78  0.394
H7 1.84 -1.71 0.35  0.332
H8 -0.81 1.51 -0.40  0.585
H9 -0.18 1.21 1.11  0.559
H10 -2.91 -1.71 -1.30  0.352

Structure (SMILES): C[NH+](C)CP(O)Cl
Molecular weight, u: 142.5
ΔE to the lowest compared entry with this formula, charge and spin, kcal per mole: 4.6
HOMO energy, eV: -13.02
Net charge: +1
Gap between HOMO and LUMO, eV: 9.91

Entry 2:
# C3H10INSSi

A structure of composition C3H10INSSi in a non-equilibrium geometry (ωB97M-V with the def2-TZVPD basis set, the Open Molecules 2025 dataset).

Last column: Mulliken charge in e.
Positions of all 17 atoms, in Å:
C1 0.16 -1.32 0.91  -1.293
C2 1.24 -0.41 -1.41  -1.174
C3 -0.01 -0.70 -0.47  0.429
N1 -0.53 0.61 -0.25  0.047
Si1 -0.02 1.81 0.94  0.250
S1 -1.92 0.97 -1.07  -0.142
I1 -3.47 -0.37 0.19  -0.063
H1 0.72 -0.70 1.56  0.385
H2 -0.92 -1.44 1.40  0.165
H3 0.61 -2.27 0.97  0.397
H4 1.08 -0.45 -2.54  0.264
H5 2.06 -1.05 -1.24  0.372
H6 1.48 0.58 -1.21  0.301
H7 -0.74 -1.42 -1.05  0.297
H8 -1.33 1.87 1.59  -0.086
H9 1.25 1.49 1.75  -0.062
H10 0.34 2.80 -0.08  -0.088

Molecular weight, u: 247.2
ΔE to the lowest compared entry with this formula, charge and spin, kcal per mole: 4.4
HOMO energy, eV: -8.45
Net charge: 0
Gap between HOMO and LUMO, eV: 8.17

Entry 3:
# C3H10N

A cluster of 2 separate species, C3H10N in total in a non-equilibrium geometry (ωB97M-V with the def2-TZVPD basis set, the Open Molecules 2025 dataset).

Last column: Mulliken charge in e.
Positions of all 14 atoms, in Å:
C1 1.60 5.77 -2.75  -0.891
H1 2.55 5.12 -2.73  0.199
H2 0.70 5.16 -2.66  0.211
H3 1.57 6.51 -2.02  0.245
H4 1.68 6.27 -3.71  0.236
C2 -0.97 -2.13 1.81  -0.617
C3 -1.10 -4.40 1.05  -0.065
N1 -0.48 -3.49 1.70  -0.031
H5 -1.01 -1.97 2.93  0.302
H6 -0.28 -1.40 1.40  0.287
H7 -2.01 -2.10 1.38  0.274
H8 -2.07 -4.31 0.60  0.263
H9 -0.48 -5.22 0.75  0.274
H10 0.30 -3.82 2.26  0.313

Molecular weight, u: 60.1
ΔE to the lowest compared entry with this formula, charge and spin, kcal per mole: 43.9
HOMO energy, eV: -14.22
Net charge: +1
Gap between HOMO and LUMO, eV: 8.43

Entry 4:
# C3H10N

A cluster of 2 separate species, C3H10N in total in a non-equilibrium geometry (ωB97M-V with the def2-TZVPD basis set, the Open Molecules 2025 dataset).

Last column: Mulliken charge in e.
Positions of all 14 atoms, in Å:
C1 3.94 1.68 2.74  -0.849
H1 3.51 2.18 3.63  0.224
H2 5.03 1.77 2.65  0.223
H3 3.74 0.61 2.89  0.218
H4 3.36 2.04 1.85  0.185
C2 -1.43 0.51 -1.18  -0.657
C3 -1.40 -1.83 -0.72  -0.035
N1 -1.89 -0.86 -1.40  -0.012
H5 -1.03 0.96 -2.08  0.316
H6 -2.27 1.13 -0.90  0.301
H7 -0.56 0.49 -0.54  0.268
H8 -0.61 -1.59 -0.02  0.241
H9 -1.94 -2.76 -0.70  0.276
H10 -2.71 -1.04 -1.98  0.302

Molecular weight, u: 60.1
ΔE to the lowest compared entry with this formula, charge and spin, kcal per mole: 36.5
HOMO energy, eV: -14.99
Net charge: +1
Gap between HOMO and LUMO, eV: 9.35

Entry 5:
# C3H10N

A cluster of 2 separate species, C3H10N in total in a non-equilibrium geometry (ωB97M-V with the def2-TZVPD basis set, the Open Molecules 2025 dataset).

Last column: Mulliken charge in e.
Positions of all 14 atoms, in Å:
C1 0.82 -1.41 0.80  -0.655
H1 2.80 -1.15 -1.49  0.109
H2 1.21 -1.73 1.74  0.300
H3 0.83 -1.85 -0.19  0.325
H4 2.34 -0.59 -1.66  -0.085
C2 -0.67 0.26 -0.32  -0.696
C3 0.04 -0.21 0.85  -0.255
N1 -1.58 1.40 -0.28  -0.278
H5 -0.56 -0.24 -1.27  0.275
H6 -0.56 -0.23 1.77  0.458
H7 0.78 0.56 1.12  0.412
H8 -1.04 2.26 -0.21  0.368
H9 -2.01 1.52 -1.20  0.374
H10 -2.39 1.40 0.35  0.348

Molecular weight, u: 60.1
ΔE to the lowest compared entry with this formula, charge and spin, kcal per mole: 143.6
HOMO energy, eV: -11.58
Net charge: +1
Gap between HOMO and LUMO, eV: 5.94

Entry 6:
# C3H10N2

A cluster of 2 separate species, C3H10N2 in total in a non-equilibrium geometry (ωB97M-V with the def2-TZVPD basis set, the Open Molecules 2025 dataset).

Last column: Mulliken charge in e.
Positions of all 15 atoms, in Å:
C1 -3.31 -1.18 0.73  -0.711
N1 -2.26 -1.70 1.41  -0.687
H1 -3.45 -1.21 -0.35  0.228
H2 -4.17 -0.72 1.26  0.182
H3 -2.20 -1.32 2.36  0.044
C2 1.75 1.40 0.31  -1.018
C3 1.43 0.13 -0.47  -0.332
N2 1.07 0.32 -1.88  -0.628
H4 2.67 1.86 -0.05  0.309
H5 1.90 1.13 1.36  0.321
H6 0.91 2.10 0.30  0.269
H7 0.56 -0.31 0.03  0.355
H8 2.24 -0.61 -0.38  0.213
H9 0.97 -0.61 -2.29  0.241
H10 1.89 0.70 -2.35  0.214

Multiplicity: 2
Molecular weight, u: 74.1
ΔE to the lowest compared entry with this formula, charge and spin, kcal per mole: 29.5
HOMO energy (spin up / spin down), eV: 1.10 / -2.63
Net charge: -1
Gap between HOMO and LUMO (spin up / spin down), eV: 2.60 / 6.31

Entry 7:
# C3H10N2

The molecule C3H10N2 in a non-equilibrium geometry (ωB97M-V with the def2-TZVPD basis set, the Open Molecules 2025 dataset).

Last column: Mulliken charge in e.
Positions of all 15 atoms, in Å:
C1 0.76 1.22 -1.19  -1.192
C2 -0.02 -0.09 -0.90  -0.337
N1 -0.25 -0.26 0.51  0.060
C3 -0.30 -1.50 1.21  -0.759
N2 -1.34 0.66 0.95  -0.628
H1 0.84 1.32 -2.25  0.388
H2 0.28 2.11 -0.83  0.307
H3 1.72 1.06 -0.62  0.307
H4 -0.98 0.10 -1.62  0.225
H5 0.57 -0.91 -1.29  0.328
H6 0.36 -1.48 2.09  0.260
H7 -1.31 -1.45 1.71  0.248
H8 -0.16 -2.41 0.53  0.266
H9 -0.89 1.51 1.03  0.251
H10 -2.05 0.61 0.25  0.276

Structure (SMILES): CCN(C)N
Molecular weight, u: 74.1
ΔE to the lowest compared entry with this formula, charge and spin, kcal per mole: 51.0
HOMO energy, eV: -8.34
Net charge: 0
Gap between HOMO and LUMO, eV: 9.52

Entry 8:
# C3H10N2

A cluster of 2 separate species, C3H10N2 in total in a non-equilibrium geometry (ωB97M-V with the def2-TZVPD basis set, the Open Molecules 2025 dataset).

Last column: Mulliken charge in e.
Positions of all 15 atoms, in Å:
C1 -0.11 0.87 2.58  -0.251
N1 1.13 1.02 2.92  -0.504
H1 -0.75 1.79 2.34  0.232
H2 -0.58 -0.09 2.46  0.264
H3 1.60 0.08 3.06  0.246
C2 0.11 -1.44 -1.73  -0.999
C3 -0.48 -0.05 -1.60  -0.460
N2 -0.25 0.53 -0.25  -0.503
H4 1.24 -1.43 -1.66  0.276
H5 -0.13 -1.86 -2.73  0.318
H6 -0.28 -2.07 -0.95  0.264
H7 -1.52 -0.11 -1.76  0.373
H8 -0.11 0.63 -2.39  0.283
H9 -0.63 1.44 -0.15  0.237
H10 0.74 0.67 -0.14  0.222

Structure (SMILES): C=N.CCN
Molecular weight, u: 74.1
ΔE to the lowest compared entry with this formula, charge and spin, kcal per mole: 29.5
HOMO energy, eV: -9.46
Net charge: 0
Gap between HOMO and LUMO, eV: 10.48

Entry 9:
# C3H10N2

A cluster of 2 separate species, C3H10N2 in total in a non-equilibrium geometry (ωB97M-V with the def2-TZVPD basis set, the Open Molecules 2025 dataset).

Last column: Mulliken charge in e.
Positions of all 15 atoms, in Å:
H1 -2.25 -4.08 -0.46  0.226
N1 -2.67 -3.14 -0.76  -0.612
C1 -1.90 -2.20 -1.21  0.047
N2 -1.89 -0.92 -0.69  -0.508
H2 -1.74 -2.33 -2.26  0.270
H3 -1.89 -0.33 -1.53  0.267
H4 -2.69 -0.94 0.04  0.315
C2 2.66 1.95 0.90  -0.808
C3 1.13 1.54 0.80  -0.844
H5 3.09 1.52 -0.04  0.239
H6 2.66 3.09 0.78  0.220
H7 3.13 1.60 1.76  0.340
H8 0.69 1.71 -0.15  0.309
H9 0.69 2.04 1.71  0.263
H10 1.00 0.49 1.12  0.276

Structure (SMILES): [H]/N=C/N.CC
Molecular weight, u: 74.1
ΔE to the lowest compared entry with this formula, charge and spin, kcal per mole: 60.0
HOMO energy, eV: -8.41
Net charge: 0
Gap between HOMO and LUMO, eV: 9.31

Entry 10:
# C3H10N2

A cluster of 3 separate species, C3H10N2 in total in a non-equilibrium geometry (ωB97M-V with the def2-TZVPD basis set, the Open Molecules 2025 dataset).

Last column: Mulliken charge in e.
Positions of all 15 atoms, in Å:
C1 1.48 1.45 0.90  -0.456
N1 0.90 2.10 -0.11  -0.651
H1 0.09 1.12 -0.93  0.423
H2 0.39 2.92 0.23  0.174
H3 1.72 1.97 1.83  0.293
H4 2.24 0.74 0.59  0.246
H5 -0.73 -0.18 0.84  0.255
C2 -1.17 -2.07 -0.30  -0.953
C3 -0.96 -0.60 -0.21  0.035
N2 -0.55 0.10 -1.22  -0.422
H6 -0.18 -0.38 -2.04  0.228
H7 0.49 0.17 1.39  -0.070
H8 -2.19 -2.27 -0.63  0.283
H9 -0.49 -2.56 -1.02  0.347
H10 -1.04 -2.53 0.68  0.268

Molecular weight, u: 74.1
ΔE to the lowest compared entry with this formula, charge and spin, kcal per mole: 107.2
HOMO energy (spin up / spin down), eV: -6.88 / -6.88
Net charge: 0
Gap between HOMO and LUMO (spin up / spin down), eV: 7.29 / 7.29